# 1
Molecular formula: C5H8O
Method: DFT, the ωB97M-V functional and the def2-TZVPD basis

Properties
- energy above the lowest of the compared OMol25 structures with the same formula, charge and spin (kJ/mol) = 201.7
- charge = 0
- electronic energy (hartree) = -270.4811
- molar mass (g/mol) = 84.12
- SMILES = CCC#CCO
- lowest unoccupied orbital energy (hartree) = 0.0327
- Kohn-Sham gap (eV) = 10.6

Element x y z (Å)
C: -1.9091 0.9784 -0.2233
C: -1.6131 -0.4978 -0.5192
C: -0.1884 -0.7481 -0.2815
C: 0.9943 -0.7923 -0.0473
C: 2.4084 -0.6137 0.3101
O: 2.5563 0.3065 1.3764
H: -1.2963 1.6187 -0.8656
H: -2.9623 1.2213 -0.3909
H: -1.6593 1.2097 0.8171
H: -2.2279 -1.1452 0.1171
H: -1.8720 -0.7383 -1.5570
H: 2.9616 -0.2849 -0.5833
H: 2.8585 -1.5516 0.6473
H: 1.9495 1.0373 1.2001

Atom charges from the Mulliken analysis, given in e for atoms 1 to 4: atom 1 (C): -1.130, atom 2 (C): -0.414, atom 3 (C): 0.113, atom 4 (C): 0.128

---

# 2
Molecular formula: C7H10O
Method: DFT, the ωB97M-V functional and the def2-TZVPD basis

Properties
- energy above the lowest of the compared OMol25 structures with the same formula, charge and spin (kJ/mol) = 225.4
- charge = 0
- electronic energy (hartree) = -347.8773
- molar mass (g/mol) = 110.16
- SMILES = c1ccccc1.CO
- lowest unoccupied orbital energy (hartree) = 0.0292
- Kohn-Sham gap (eV) = 10.2

Element x y z (Å)
C: -0.7813 0.2185 -2.3777
C: 0.4879 -0.3550 -2.2413
C: 0.7827 -1.3907 -1.3255
C: -0.2332 -1.9146 -0.4398
C: -1.5015 -1.2185 -0.5483
C: -1.6995 -0.1268 -1.3665
C: 1.0777 1.3650 2.9497
H: -1.2513 1.0140 -2.9624
H: 1.4365 0.2064 -2.7136
H: 1.7796 -1.7538 -1.3211
H: -0.0419 -2.7443 0.1957
H: -2.1734 -1.5698 0.2251
H: -2.6806 0.4405 -1.1175
H: 0.5444 1.9236 1.2567
H: 1.6447 1.9070 3.7998
H: 0.1178 0.9621 3.3725
H: 1.8376 0.5857 2.6536
O: 0.6539 2.4508 1.9607

Atom charges from the Mulliken analysis, given in e for atoms 1 to 4: atom 1 (C): -0.369, atom 2 (C): -0.229, atom 3 (C): -0.329, atom 4 (C): -0.465

---

# 3
Molecular formula: C24H28N4O
Method: DFT, the ωB97M-V functional and the def2-TZVPD basis

Properties
- energy above the lowest of the compared OMol25 structures with the same formula, charge and spin (kJ/mol) = 213.4
- charge = 0
- electronic energy (hartree) = -1225.6061
- molar mass (g/mol) = 388.52
- SMILES = CCN(CC)c1ccc(/C=C(/C#N)c2nc3ccc(C)cc3[nH]2)c(OC(C)C)c1
- lowest unoccupied orbital energy (hartree) = -0.0065
- Kohn-Sham gap (eV) = 7.2

Element x y z (Å)
C: -5.3137 -1.9246 1.6961
H: -4.5004 -1.5822 2.3306
H: -6.2458 -1.8575 2.2515
H: -5.1391 -2.9675 1.4444
C: -5.3981 -1.0711 0.4283
N: -4.1583 -0.9926 -0.3090
C: -3.1984 -0.0675 0.0063
C: -2.0702 0.1019 -0.8130
C: -1.0565 0.9792 -0.4964
C: -1.1203 1.7456 0.6835
C: -2.3000 1.6726 1.4243
C: -3.3079 0.7901 1.1127
H: -4.1666 0.7525 1.7619
H: -2.3913 2.2822 2.3122
C: -0.0229 2.5603 1.1459
C: 1.2770 2.1679 1.1390
C: 2.2900 3.0836 1.4862
N: 3.1409 3.8164 1.7306
C: 1.7358 0.8257 0.8289
N: 1.0321 -0.2677 0.9458
C: 1.8687 -1.2886 0.5995
C: 1.6442 -2.6605 0.5332
C: 2.6927 -3.4630 0.1449
C: 3.9589 -2.9498 -0.1775
C: 4.1946 -1.5882 -0.1154
C: 3.1459 -0.7712 0.2724
N: 3.0318 0.5821 0.4359
H: 3.7557 1.2714 0.3142
H: 5.1634 -1.1763 -0.3594
C: 5.0472 -3.8971 -0.5872
H: 5.9685 -3.3628 -0.8049
H: 4.7508 -4.4550 -1.4749
H: 5.2424 -4.6168 0.2070
H: 2.5469 -4.5323 0.0834
H: 0.6775 -3.0700 0.7799
H: -0.2617 3.5366 1.5545
O: -0.0090 1.0812 -1.3813
C: 0.1675 2.3497 -2.0040
C: -0.9189 2.5834 -3.0553
H: -0.7831 3.5547 -3.5230
H: -0.8678 1.8104 -3.8183
H: -1.9023 2.5504 -2.5900
C: 1.5574 2.3469 -2.6278
H: 1.7331 3.2803 -3.1551
H: 1.6423 1.5169 -3.3242
H: 2.3139 2.2285 -1.8569
H: 0.1055 3.1485 -1.2478
H: -1.9593 -0.4488 -1.7319
C: -3.8341 -2.1106 -1.1722
C: -2.7428 -3.0174 -0.6009
H: -3.0606 -3.4507 0.3438
H: -2.5302 -3.8228 -1.2996
H: -1.8302 -2.4531 -0.4277
H: -4.7477 -2.6907 -1.3187
H: -3.5256 -1.7394 -2.1555
H: -5.7187 -0.0581 0.6812
H: -6.1581 -1.4911 -0.2386

Atom charges from the Mulliken analysis, given in e for atoms 1 to 4: atom 1 (C): -1.059, atom 2 (H): 0.315, atom 3 (H): 0.401, atom 4 (H): 0.296

---

# 4
Molecular formula: C6H14O
Method: DFT, the ωB97M-V functional and the def2-TZVPD basis

Properties
- energy above the lowest of the compared OMol25 structures with the same formula, charge and spin (kJ/mol) = 213.9
- charge = 0
- electronic energy (hartree) = -312.1736
- molar mass (g/mol) = 102.18
- SMILES = C=C(CC)CC.O
- lowest unoccupied orbital energy (hartree) = 0.0389
- Kohn-Sham gap (eV) = 9.7

Element x y z (Å)
C: 1.7679 0.2231 -1.7325
C: 1.5643 0.3060 -0.2248
C: 1.0092 -0.9948 0.3306
C: 0.2992 -1.9935 -0.2089
C: 0.9159 -0.8560 1.8712
C: -0.3477 -1.2948 2.5933
H: 2.3062 -0.6382 -2.0994
H: 0.8243 0.3696 -2.2896
H: 2.0864 1.1802 -2.1774
H: 0.7777 1.0253 0.0239
H: 2.5159 0.5074 0.2525
H: 0.4440 -2.6324 -1.0602
H: -0.4816 -2.3578 0.4373
H: 1.7529 -1.4683 2.2301
H: 1.1360 0.1758 2.1574
H: -0.4886 -2.3741 2.4985
H: -0.2939 -1.1448 3.6672
H: -1.2261 -0.7846 2.2055
H: -5.1978 4.7843 -2.3592
H: -4.7836 3.8843 -3.5176
O: -4.5805 4.0837 -2.5980

Atom charges from the Mulliken analysis, given in e for atoms 1 to 4: atom 1 (C): -1.386, atom 2 (C): -0.210, atom 3 (C): 0.394, atom 4 (C): -0.834

---

# 5
Molecular formula: C2H3N3O
Method: DFT, the ωB97M-V functional and the def2-TZVPD basis

Properties
- energy above the lowest of the compared OMol25 structures with the same formula, charge and spin (kJ/mol) = 217.8
- charge = 0
- electronic energy (hartree) = -317.4494
- molar mass (g/mol) = 85.07
- SMILES = Oc1cnn[nH]1
- lowest unoccupied orbital energy (hartree) = 0.0038
- Kohn-Sham gap (eV) = 9.2

Element x y z (Å)
C: 0.3401 -0.0025 -0.3150
C: 0.0307 -1.2114 0.2628
H: 1.6606 1.2838 -0.9227
H: 0.7278 -2.0690 0.1871
H: -0.9702 1.7879 -0.2259
N: -1.0856 -1.0103 1.0363
N: -1.4816 0.1460 0.8929
N: -0.6076 0.8299 0.1495
O: 1.3859 0.2458 -1.0650

Atom charges from the Mulliken analysis, given in e for atoms 1 to 4: atom 1 (C): 0.536, atom 2 (C): -0.374, atom 3 (H): 0.374, atom 4 (H): 0.347

---

# 6
Molecular formula: CH4N2O2
Method: DFT, the ωB97M-V functional and the def2-TZVPD basis

Properties
- 2S+1 = 3
- energy above the lowest of the compared OMol25 structures with the same formula, charge and spin (kJ/mol) = 59.3
- charge = 0
- electronic energy (hartree) = -300.3230
- molar mass (g/mol) = 76.05
- lowest unoccupied orbital energy (alpha / beta) (hartree) = 0.0354 / -0.0636
- Kohn-Sham gap (alpha / beta) (eV) = 7.9 / 9.2

Element x y z (Å)
C: 0.1206 0.3347 -0.5702
N: 0.3139 -0.5103 1.4805
N: 0.5313 -0.7839 0.3147
O: -0.1552 1.4606 0.0434
O: -0.9869 -0.2273 -1.2388
H: 0.9462 0.5156 -1.2868
H: 0.4841 -1.3284 2.1712
H: -0.8426 1.3287 0.8590
H: -0.4113 -0.7897 -1.7730

Atom charges from the Mulliken analysis, given in e for atoms 1 to 4: atom 1 (C): 0.252, atom 2 (N): -0.545, atom 3 (N): 0.031, atom 4 (O): -0.500